The following is a quantum chemistry calculation of 9 unconnected molecules or ions with the total composition C72H150F9N6O8S2 in a non-equilibrium geometry, from OMol25.

Calculated values
charge	+2
HOMO-LUMO gap (spin up / spin down)	2.1451 / 6.0279	eV
spin multiplicity	2
E_HOMO (spin up / spin down)	-5.88 / -9.77	eV

Last column: Mulliken charge in e.
Atoms and positions in Å:
1 C 7.355 -11.821 21.690  -0.894
2 C 8.136 -10.510 21.494  -0.647
3 C 8.107 -9.911 20.060  -0.445
4 C 9.312 -8.978 19.685  -1.351
5 N 9.589 -8.739 18.189  1.399
6 C 10.633 -7.647 18.104  -0.900
7 C 11.975 -8.387 17.959  -0.644
8 C 11.660 -9.553 17.060  -0.553
9 C 10.246 -10.015 17.463  -0.700
10 C 8.210 -8.294 17.516  -0.596
11 C 8.525 -8.127 16.012  -0.137
12 C 7.280 -8.212 15.176  -1.432
13 H 6.299 -11.608 21.522  0.068
14 H 7.451 -11.968 22.766  0.266
15 H 7.823 -12.592 21.077  0.416
16 H 9.149 -10.743 21.824  0.436
17 H 7.740 -9.728 22.142  0.266
18 H 7.223 -9.276 20.007  0.028
19 H 8.045 -10.706 19.317  0.335
20 H 10.276 -9.369 20.011  0.447
21 H 9.220 -8.085 20.302  0.518
22 H 10.663 -6.981 17.242  0.354
23 H 10.476 -6.987 18.957  0.389
24 H 12.752 -7.703 17.620  0.457
25 H 12.260 -8.754 18.945  0.271
26 H 11.795 -9.254 16.020  0.314
27 H 12.319 -10.380 17.324  0.344
28 H 9.654 -10.462 16.665  0.384
29 H 10.347 -10.844 18.164  0.397
30 H 7.920 -7.396 18.061  -0.195
31 H 7.576 -9.159 17.708  0.419
32 H 9.387 -8.660 15.612  0.260
33 H 8.759 -7.078 15.828  0.265
34 H 7.462 -7.716 14.223  0.434
35 H 6.444 -7.659 15.605  0.162
36 H 7.001 -9.254 15.022  0.393
37 C 6.489 -17.193 33.562  -1.362
38 C 5.806 -15.848 33.541  -0.551
39 C 4.968 -15.454 32.284  -0.012
40 C 4.532 -13.965 32.607  -1.373
41 N 4.111 -13.130 31.385  1.217
42 C 3.380 -11.825 31.786  -1.073
43 C 2.079 -11.827 31.065  0.429
44 C 2.096 -12.812 29.915  1.342
45 C 2.939 -13.875 30.579  -1.329
46 C 5.214 -12.712 30.408  -0.605
47 C 6.479 -12.087 31.013  -0.547
48 C 6.985 -11.070 29.999  -1.261
49 H 7.318 -17.191 34.270  0.389
50 H 7.054 -17.326 32.639  0.319
51 H 5.772 -17.995 33.734  0.347
52 H 6.545 -15.050 33.605  0.353
53 H 5.170 -15.690 34.412  0.338
54 H 4.097 -16.108 32.257  0.339
55 H 5.491 -15.417 31.328  0.245
56 H 5.416 -13.469 33.006  0.522
57 H 3.670 -13.910 33.272  0.512
58 H 3.974 -11.022 31.352  0.263
59 H 3.275 -11.707 32.864  0.407
60 H 2.030 -10.837 30.611  -0.383
61 H 1.313 -12.017 31.817  0.196
62 H 2.590 -12.296 29.092  -0.988
63 H 1.133 -13.163 29.544  0.100
64 H 3.294 -14.540 29.792  0.341
65 H 2.261 -14.403 31.250  0.555
66 H 4.810 -12.240 29.513  0.240
67 H 5.558 -13.707 30.126  0.185
68 H 7.108 -12.920 31.326  0.421
69 H 6.077 -11.532 31.861  0.385
70 H 7.835 -10.646 30.533  0.476
71 H 6.376 -10.173 29.886  0.236
72 H 7.208 -11.538 29.040  0.220
73 C -4.280 -17.936 24.534  -1.301
74 C -2.922 -18.314 24.047  -0.426
75 C -1.831 -17.850 25.070  -0.733
76 C -1.305 -16.364 24.740  -0.448
77 N -0.226 -15.862 25.793  1.196
78 C 0.166 -14.393 25.536  -0.263
79 C 0.684 -13.882 26.908  1.262
80 C 0.291 -14.916 27.976  -0.735
81 C -0.652 -15.939 27.280  -1.314
82 C 1.118 -16.765 25.730  -0.793
83 C 1.490 -17.059 24.250  -0.049
84 C 2.815 -17.802 24.115  -1.396
85 H -4.394 -17.008 25.093  0.326
86 H -4.736 -18.790 25.034  0.345
87 H -4.938 -17.781 23.678  0.398
88 H -2.663 -17.750 23.151  0.192
89 H -2.922 -19.396 23.913  0.331
90 H -1.038 -18.595 25.125  0.334
91 H -2.288 -17.843 26.059  0.445
92 H -2.184 -15.720 24.741  0.616
93 H -0.937 -16.408 23.715  -0.148
94 H 0.946 -14.377 24.775  -0.283
95 H -0.687 -13.805 25.196  0.070
96 H 1.747 -13.673 26.782  -0.021
97 H 0.074 -13.043 27.240  -0.670
98 H 1.166 -15.496 28.269  0.029
99 H -0.250 -14.470 28.812  0.911
100 H -0.661 -16.908 27.778  0.451
101 H -1.669 -15.580 27.118  0.504
102 H 0.830 -17.593 26.377  0.565
103 H 1.946 -16.178 26.130  0.360
104 H 1.401 -16.223 23.556  0.042
105 H 0.741 -17.792 23.950  0.125
106 H 3.531 -17.094 23.699  0.325
107 H 2.574 -18.642 23.464  0.425
108 H 3.223 -18.177 25.054  0.337
109 C 4.172 -4.705 16.544  -1.326
110 C 5.048 -5.220 17.647  -0.114
111 C 4.397 -4.999 19.070  -0.518
112 C 5.463 -5.167 20.166  -0.208
113 N 4.768 -5.145 21.579  0.895
114 C 4.210 -3.749 22.015  -0.349
115 C 5.254 -3.224 22.975  -0.753
116 C 6.364 -4.147 23.221  -0.557
117 C 5.878 -5.433 22.625  -0.459
118 C 3.716 -6.305 21.720  -1.924
119 C 4.184 -7.732 21.210  1.060
120 C 3.176 -8.814 21.633  -0.348
121 H 3.628 -3.810 16.846  0.398
122 H 3.549 -5.534 16.206  0.336
123 H 4.859 -4.677 15.698  0.391
124 H 6.021 -4.731 17.691  0.492
125 H 5.410 -6.239 17.512  -0.062
126 H 3.420 -5.480 19.035  0.257
127 H 3.934 -4.013 19.100  0.392
128 H 6.235 -4.400 20.221  0.651
129 H 5.895 -6.167 20.142  -0.928
130 H 3.204 -3.996 22.354  0.051
131 H 4.079 -3.144 21.117  0.379
132 H 4.903 -2.982 23.978  0.331
133 H 5.567 -2.230 22.657  0.364
134 H 6.424 -4.187 24.308  0.308
135 H 7.313 -3.871 22.762  0.438
136 H 5.441 -6.109 23.359  0.376
137 H 6.739 -5.913 22.160  -0.019
138 H 2.793 -6.009 21.220  0.462
139 H 3.326 -6.451 22.728  0.998
140 H 5.157 -8.076 21.559  -0.094
141 H 4.177 -7.710 20.121  0.238
142 H 2.820 -8.760 22.661  -0.508
143 H 3.613 -9.803 21.492  0.135
144 H 2.289 -8.866 21.002  -0.471
145 C -0.964 -10.658 29.341  -1.519
146 C -0.577 -9.871 28.141  0.915
147 C -1.732 -9.691 27.259  -1.027
148 C -1.152 -8.798 26.166  -0.910
149 N -2.090 -8.557 24.978  1.133
150 C -2.563 -9.829 24.284  -0.136
151 C -3.893 -9.535 23.662  -0.494
152 C -4.361 -8.166 24.078  -0.918
153 C -3.467 -7.985 25.311  -0.796
154 C -1.391 -7.663 23.847  -0.227
155 C -0.557 -6.416 24.321  -0.724
156 C 0.049 -5.580 23.148  -1.039
157 H -1.025 -11.737 29.198  0.104
158 H -1.888 -10.297 29.792  0.511
159 H -0.237 -10.530 30.143  0.163
160 H 0.235 -10.489 27.757  -0.671
161 H -0.121 -8.959 28.525  0.368
162 H -2.455 -9.098 27.819  0.516
163 H -2.240 -10.618 26.992  0.341
164 H -0.400 -9.351 25.603  0.273
165 H -0.728 -7.868 26.544  0.613
166 H -1.914 -10.285 23.536  -0.353
167 H -2.676 -10.604 25.042  0.520
168 H -3.691 -9.464 22.593  0.080
169 H -4.440 -10.459 23.852  0.505
170 H -4.299 -7.294 23.425  0.357
171 H -5.249 -8.323 24.689  0.373
172 H -3.096 -7.000 25.594  0.538
173 H -3.933 -8.560 26.112  0.513
174 H -2.163 -7.298 23.170  0.433
175 H -0.691 -8.371 23.403  0.043
176 H 0.163 -6.624 25.113  0.445
177 H -1.245 -5.699 24.768  0.412
178 H 0.292 -6.290 22.357  -0.086
179 H 0.908 -4.923 23.283  0.338
180 H -0.766 -5.009 22.703  0.437
181 C -1.227 -14.707 21.092  -1.495
182 C -0.915 -13.511 22.060  0.666
183 C -1.098 -12.131 21.319  0.797
184 C -0.194 -11.860 20.126  -0.935
185 N -0.544 -10.500 19.351  0.978
186 C 0.666 -10.136 18.454  -1.081
187 C 1.011 -8.652 18.659  -0.052
188 C -0.020 -8.085 19.598  -0.336
189 C -0.627 -9.321 20.271  0.390
190 C -1.923 -10.643 18.535  -0.959
191 C -1.924 -11.736 17.383  -0.270
192 C -3.354 -11.677 16.798  -1.439
193 H -2.171 -14.612 20.556  0.444
194 H -1.341 -15.658 21.614  0.221
195 H -0.560 -15.000 20.281  0.344
196 H 0.066 -13.452 22.532  -0.359
197 H -1.684 -13.544 22.832  0.270
198 H -0.905 -11.480 22.172  -1.242
199 H -2.091 -11.947 20.909  0.568
200 H -0.198 -12.738 19.481  0.599
201 H 0.807 -11.678 20.516  0.112
202 H 0.482 -10.421 17.419  0.280
203 H 1.591 -10.680 18.645  0.476
204 H 1.058 -8.074 17.736  0.463
205 H 2.032 -8.456 18.984  -0.109
206 H -0.797 -7.618 18.993  0.666
207 H 0.268 -7.297 20.293  -0.306
208 H -1.630 -9.166 20.668  0.197
209 H 0.026 -9.504 21.124  -0.599
210 H -2.000 -9.602 18.222  0.581
211 H -2.676 -10.900 19.280  0.441
212 H -1.838 -12.790 17.648  0.245
213 H -1.101 -11.618 16.678  0.445
214 H -3.666 -10.722 16.376  0.369
215 H -4.157 -11.910 17.497  0.372
216 H -3.383 -12.276 15.887  0.407
217 C 1.663 -11.392 24.197  0.772
218 O 1.787 -10.682 25.499  0.792
219 O 1.040 -10.445 23.256  -0.768
220 C 2.821 -12.314 23.757  -0.557
221 F 3.512 -12.991 24.790  0.038
222 F 2.335 -13.291 22.963  -0.243
223 F 3.838 -11.738 23.102  -0.032
224 C 2.928 -9.819 25.497  -0.038
225 C 3.146 -9.591 27.039  -1.189
226 H 3.158 -10.573 27.510  -0.098
227 H 4.099 -9.140 27.316  0.580
228 H 2.304 -9.046 27.465  0.098
229 H 2.681 -8.856 25.049  -0.115
230 H 3.846 -10.182 25.035  0.431
231 H 0.862 -12.105 24.395  -0.626
232 C 2.684 -7.806 30.551  0.443
233 F 3.848 -8.504 30.439  -0.234
234 F 2.172 -7.825 29.349  -0.177
235 F 1.895 -8.434 31.385  -0.238
236 S 3.140 -6.047 31.037  1.221
237 O 3.227 -5.989 32.494  -0.647
238 O 4.467 -5.744 30.338  -0.690
239 O 2.103 -5.176 30.431  -0.691
240 C 6.587 -14.126 26.312  0.574
241 F 7.670 -14.919 26.254  -0.234
242 F 6.719 -13.037 26.982  -0.175
243 F 6.380 -13.633 25.095  -0.227
244 S 5.139 -15.215 26.955  1.352
245 O 5.659 -15.811 28.239  -0.817
246 O 4.038 -14.301 27.311  -0.770
247 O 4.793 -16.383 26.123  -0.658